Here is the molecule C5H8BrPS at a distorted geometry from the OMol25 dataset. Energies are from ωB97M-V/def2-TZVPD.

highest occupied orbital energy (alpha / beta) = -7.90 / -7.91 eV
SMILES string = C=[P@@]1(Br)CC=C(C)S1
LUMO (alpha / beta) = -0.02920 / -0.02920 Ha

Positions of all 16 atoms, in Å:
C -0.530 -0.763 0.174
H -2.638 -0.770 0.199
H 0.473 1.778 -2.286
C -0.433 0.336 0.989
H 1.513 0.848 1.887
Br 4.025 0.671 -0.039
C 0.489 0.835 -1.715
P 1.575 0.484 -0.473
S 1.029 -1.741 -0.199
C 0.807 1.107 1.063
H 0.395 2.219 1.174
H -1.882 -2.311 0.837
H 0.436 -0.147 -2.316
H -1.250 0.867 1.498
H -2.144 -1.895 -0.895
C -1.865 -1.518 0.101

Here is a structure of composition C5H8Cl at a distorted geometry from the OMol25 dataset. Energies are from ωB97M-V/def2-TZVPD.

2S+1 = 2
highest occupied orbital energy (alpha / beta) = -8.85 / -9.19 eV
LUMO (alpha / beta) = 0.00900 / -0.07550 Ha

Positions of all 14 atoms, in Å:
C -1.358 -0.650 0.462
H -2.014 -0.237 1.221
C -0.293 0.285 0.066
C 0.633 -0.171 -0.951
C 1.750 0.517 -1.277
H 0.620 2.194 0.379
H -1.882 -1.107 -0.374
H 0.398 -1.140 -1.415
Cl -0.441 -2.931 1.571
H 1.995 1.456 -0.782
H 2.439 0.137 -2.029
C -0.172 1.517 0.668
H -0.886 1.814 1.434
H -0.788 -1.686 1.029